(1)
{"formula": "C5H16BrNOP", "method": "ωB97M-V with the def2-TZVPD basis set", "species": ["H", "C", "H", "H", "N", "Br", "P", "H", "H", "C", "H", "H", "H", "H", "C", "H", "C", "H", "H", "O", "C", "H", "H", "H", "H"], "coordinates": [[2.60827, 0.82708, -1.55273], [-2.17673, 1.69171, 2.35272], [1.50366, -1.55469, -1.47151], [-1.29170, 0.87490, -0.58669], [-0.57610, 0.15539, -0.65616], [4.64041, -0.24442, -3.40742], [2.62096, 0.09684, -2.73570], [0.91287, 1.13302, 1.49349], [-1.56008, -2.17254, 0.44848], [-1.56082, -1.26953, 1.05747], [0.91709, -1.48099, -3.13493], [-0.04255, 0.32646, 2.73445], [-2.95044, 1.21830, 1.74520], [1.92243, 0.86887, -3.65888], [-0.37255, -0.38676, 0.69741], [-2.51286, 2.69470, 2.60582], [1.79315, -1.48473, -2.50721], [0.51622, -1.03013, 0.67406], [2.45831, -2.28180, -2.78624], [-0.95525, 1.82284, 1.63721], [-0.07990, 0.72486, 1.71355], [-2.03757, 1.12489, 3.27635], [-2.50869, -0.76403, 0.88103], [-1.52256, -1.56972, 2.10453], [0.25443, 0.67949, -0.92431]], "e_homo_ev": -12.25, "e_lumo_ev": -4.79, "homo_lumo_gap_ev": 7.462, "multiplicity": 1, "total_charge": 1}

=====

(2)
{"formula": "C5H16F6N4O2PtSb", "method": "ωB97M-V with the def2-TZVPD basis set", "species": ["F", "H", "N", "H", "F", "Sb", "H", "N", "N", "F", "C", "H", "H", "H", "C", "H", "H", "C", "H", "C", "C", "H", "H", "F", "H", "O", "O", "Pt", "N", "F", "H", "F", "H", "H", "H"], "coordinates": [[-1.20720, -2.25445, -0.84143], [-0.84943, -1.85938, 4.11894], [-1.99589, 0.03166, 0.62202], [-2.33810, 0.01092, 3.33381], [-0.24766, -3.49050, -3.04656], [0.31417, -3.45706, -1.29320], [-2.83028, -1.86350, 0.94831], [1.58095, 1.64582, -0.96688], [0.08177, -0.92268, 2.48688], [1.96877, -4.22845, -1.46736], [-2.84329, -0.89027, 1.43796], [-1.98709, 0.95861, 1.04368], [5.35598, 1.80438, 0.93323], [0.16962, -0.00982, 2.92911], [-1.04686, -1.70012, 3.05723], [0.96198, -1.41448, 2.64195], [-3.86637, -0.51138, 1.40618], [4.46442, 1.21335, 1.10065], [4.66126, 0.15749, 0.94046], [2.35504, 1.15313, 0.02424], [-2.37053, -0.98303, 2.87391], [-2.41323, 0.12089, -0.30315], [-1.05159, -2.67621, 2.57011], [0.74557, -2.86580, 0.57158], [1.97314, 2.27382, -1.65740], [1.92880, 0.28646, 0.82372], [3.52269, 1.68243, 0.07750], [0.07934, -0.72864, 0.27037], [0.33208, 1.05742, -1.19953], [1.09408, -1.65023, -1.59264], [-3.12625, -1.53918, 3.43050], [-0.61616, -4.88687, -0.60876], [-0.38385, 1.78059, -1.21632], [0.33239, 0.56703, -2.09658], [4.04885, 1.39836, 2.08628]], "e_homo_ev": [-17.16, -18.51], "e_lumo_ev": [-6.98, -9.99], "s_squared": 3.76, "homo_lumo_gap_ev": [10.181, 8.514], "multiplicity": 4, "total_charge": 2, "de_lowest_kcal_mol": 0.1}

=====

(3)
{"formula": "C5H16N", "method": "ωB97M-V with the def2-TZVPD basis set", "species": ["H", "H", "H", "H", "H", "C", "C", "C", "H", "C", "H", "N", "H", "H", "H", "H", "H", "H", "H", "H", "H", "C"], "coordinates": [[2.47317, 0.14937, -0.51783], [2.14096, 1.51516, 0.49537], [-3.31389, -1.04581, 0.76873], [-0.91080, -0.57199, 0.21870], [-1.78702, -1.23899, -0.99971], [0.84275, 2.26619, -1.58767], [-2.54949, -1.80764, 0.87418], [1.40275, -0.34409, 1.26513], [0.54592, -0.00795, 1.86318], [0.51412, 1.03197, -0.76836], [-0.01525, 2.62098, -2.15092], [-1.43218, -1.41175, -0.06448], [0.21114, 0.22739, -1.45216], [-0.33820, 1.25869, -0.10815], [1.23549, -1.38908, 0.98664], [-2.14407, -1.78737, 1.88017], [2.25862, -0.34455, 1.93791], [-0.72254, -2.14996, -0.14472], [1.69993, 2.10020, -2.23476], [1.09838, 3.11477, -0.94800], [-2.90645, -2.78374, 0.58070], [1.69666, 0.59821, 0.10606]], "e_homo_ev": -15.00, "e_lumo_ev": -3.58, "homo_lumo_gap_ev": 11.416, "multiplicity": 1, "total_charge": 1, "de_lowest_kcal_mol": 2.7}

=====

(4)
{"formula": "C5H16N2O", "method": "ωB97M-V with the def2-TZVPD basis set", "species": ["H", "H", "H", "C", "H", "N", "H", "H", "C", "H", "C", "H", "H", "H", "H", "O", "H", "H", "H", "N", "C", "C", "H", "H"], "coordinates": [[-1.13867, 1.06902, -1.79983], [-0.65455, 1.05904, 0.87614], [1.09839, 2.34998, -0.12573], [1.26439, 1.37126, 0.25018], [-1.72125, -1.33457, 2.90919], [3.64946, 0.46214, 0.62175], [-1.50675, -1.32542, 1.46320], [0.05496, -0.48085, 0.69093], [-0.64764, 0.18753, -1.20893], [-1.97538, -1.40627, -2.29434], [2.60731, 0.97198, -0.32058], [1.36859, 1.41765, 1.40629], [3.60268, -0.61646, 0.63062], [2.97077, 1.73409, -0.95123], [-1.33286, -1.96818, -0.77878], [-2.18549, -1.54832, 2.11791], [0.14542, 0.03322, -1.95261], [2.37900, 0.13381, -1.11719], [-3.06884, -0.09760, 0.05398], [-3.02564, -0.70524, -0.64047], [-0.03755, 0.51237, 0.12954], [-1.67268, -1.02270, -1.15492], [-3.57290, -1.55354, -0.39742], [3.39922, 0.75706, 1.59233]], "e_homo_ev": -8.80, "smiles": "NCCCCCN.O", "e_lumo_ev": 0.66, "homo_lumo_gap_ev": 9.457, "multiplicity": 1, "de_lowest_kcal_mol": 55.5}

=====

(5)
{"formula": "C5H16N2O", "method": "ωB97M-V with the def2-TZVPD basis set", "species": ["H", "H", "H", "H", "C", "C", "N", "H", "N", "H", "H", "H", "H", "H", "H", "H", "O", "C", "C", "H", "H", "H", "C", "H"], "coordinates": [[1.43836, 1.96264, 0.55947], [-3.24036, 0.16000, -1.07845], [1.43803, 0.41478, 0.03426], [6.05099, 0.55396, -0.86579], [-1.70918, -1.01135, 1.04499], [-2.15757, 0.14473, -1.14422], [-1.91595, 0.09944, -2.55504], [-1.97085, -2.05191, 1.52867], [-0.49030, -0.55792, 1.74478], [-0.46648, -1.19604, -0.61503], [-0.91723, 0.10844, -2.81356], [0.29846, -1.13159, 1.70186], [-2.42889, -0.28073, 1.43925], [-0.81327, 1.51481, 1.05105], [-1.84578, 1.01291, -0.58542], [2.13945, 0.75563, 1.61759], [5.14737, 0.23844, -0.81802], [1.33142, 0.95269, 0.87764], [-1.51574, -1.10339, -0.42236], [-0.05720, 1.46943, 2.52556], [5.12397, 0.19005, 0.21492], [-2.36829, 0.91850, -3.01665], [-0.05793, 0.83105, 1.54234], [-2.06206, -1.98132, -0.87210]], "e_homo_ev": -8.24, "smiles": "CCNCCCN.O", "e_lumo_ev": 0.73, "homo_lumo_gap_ev": 8.969, "multiplicity": 1, "de_lowest_kcal_mol": 45.7}

=====

(6)
{"formula": "C5H16N2O", "method": "ωB97M-V with the def2-TZVPD basis set", "species": ["H", "H", "H", "H", "H", "C", "H", "C", "C", "H", "H", "H", "H", "H", "N", "H", "H", "C", "O", "H", "H", "C", "H", "N"], "coordinates": [[-0.32640, -2.97005, 1.38785], [1.15070, -0.14148, -2.69366], [0.97719, -0.64940, 2.08321], [0.61762, -2.40148, -0.32843], [-0.22775, 0.61453, -2.20581], [0.17400, -0.07106, 1.60490], [1.38652, 5.06721, 0.32065], [0.69675, 1.13794, 0.78981], [-0.53706, -0.97922, 0.56343], [1.64505, 0.94850, 0.27907], [-0.56241, 0.22484, 2.35374], [0.90273, 1.96602, 1.48635], [-2.02688, -2.58363, 0.79769], [0.00085, -2.31589, -2.40819], [0.15049, -0.22641, -2.61636], [-0.04381, 1.45213, 0.05890], [-1.36098, -1.96542, 2.33100], [-1.11960, -2.21457, 1.29541], [1.04833, 5.08061, -0.57944], [-1.36597, -1.52107, -1.93481], [0.16051, 4.85654, -0.27143], [-0.27472, -1.38133, -1.86001], [-1.38904, -0.46664, 0.08804], [0.32388, -1.46068, -0.54192]], "e_homo_ev": -8.76, "smiles": "CC[C@H](C)NCN.O", "e_lumo_ev": 0.77, "homo_lumo_gap_ev": 9.530, "multiplicity": 1, "de_lowest_kcal_mol": 22.2}

=====

(7)
{"formula": "C5H16N2O", "method": "ωB97M-V with the def2-TZVPD basis set", "species": ["H", "H", "H", "C", "H", "O", "H", "C", "H", "H", "H", "C", "C", "H", "H", "N", "H", "H", "H", "N", "H", "H", "H", "C"], "coordinates": [[2.41981, 1.37639, -0.12576], [-2.72156, -1.85663, 2.60061], [-0.44458, 1.98680, -0.13361], [0.45884, 0.71272, -2.13872], [2.76807, -0.27823, 0.20707], [-2.40026, -1.81332, 1.62955], [0.51274, 1.78295, -1.97037], [-0.03165, -0.34315, 0.10006], [-2.23177, 0.27677, 1.55843], [-0.60170, 0.44182, -2.21455], [-0.97853, -0.67505, -0.48474], [1.04877, -0.15614, -1.01633], [2.45985, 0.37583, -0.60794], [1.33079, -1.16846, -1.41912], [1.01066, 0.61652, -3.07856], [0.27799, -1.55341, 0.98579], [3.11852, 0.29625, -1.49464], [-1.39237, -1.97002, 1.55277], [-2.40580, 1.81950, 1.56338], [-1.91859, 1.08700, 1.07999], [0.35270, -1.14968, 1.99479], [0.21526, 1.32457, 1.46473], [-0.31291, -2.23009, -0.69894], [-0.53430, 1.09703, 0.64611]], "e_homo_ev": -8.47, "e_lumo_ev": -2.87, "homo_lumo_gap_ev": 5.604, "multiplicity": 1, "de_lowest_kcal_mol": 185.3}

=====

(8)
{"formula": "C5H16N2O", "method": "ωB97M-V with the def2-TZVPD basis set", "species": ["H", "H", "H", "H", "H", "H", "C", "H", "N", "H", "H", "H", "N", "H", "H", "H", "O", "C", "C", "H", "H", "C", "C", "H"], "coordinates": [[0.05017, -2.22490, 2.93452], [-1.00746, 0.74333, -1.81142], [2.68793, -1.04853, -0.94772], [0.38907, 1.83730, -1.75512], [0.43021, 2.01162, 0.65466], [-0.32414, 0.05765, 1.73674], [-0.46478, 1.52942, 0.13615], [0.40981, -0.87399, 3.71276], [-1.01596, 0.58870, 1.15683], [0.73259, -2.00739, -2.47042], [1.92118, -0.22573, 0.50984], [-2.63452, -0.37265, 1.95885], [0.88618, -0.94574, -2.60956], [2.55942, 0.63864, -0.70026], [1.83894, -0.76629, -2.95619], [-2.94161, 0.97281, 0.62426], [-0.08618, -1.24192, 2.91474], [-2.26584, 0.36644, 1.22816], [1.98710, -0.28575, -0.58539], [0.03045, -1.20663, -0.75228], [0.17037, -0.69243, -3.27048], [-0.08622, 0.97326, -1.23040], [0.62218, -0.36636, -1.23643], [-1.35702, 2.12406, -0.18578]], "e_homo_ev": -19.18, "e_lumo_ev": -7.78, "homo_lumo_gap_ev": 11.395, "multiplicity": 1, "total_charge": 2, "de_lowest_kcal_mol": 26.1}